Formula: C18H48LiN5O10
Source: OMol25
Level of theory: ωB97M-V with the def2-TZVPD basis set

Cartesian coordinates (Å):
Li1 -15.3888 6.5878 27.5706
C1 -12.3638 5.9533 27.8371
O1 -13.4149 6.1940 26.9885
H1 -12.4101 6.7250 28.6055
H2 -12.1344 4.9327 28.1437
H3 -11.4585 6.3235 27.3561
C2 -13.1168 8.3550 23.8965
C3 -12.3256 9.0986 25.0456
O2 -12.8645 8.9550 26.2642
O3 -12.9172 6.9442 24.2367
H4 -12.7152 8.5100 22.8951
H5 -14.1589 8.6637 23.9787
H6 -12.4145 10.1285 24.7000
H7 -11.2689 8.8419 25.1217
H8 -12.8606 8.0272 26.5108
H9 -13.2511 6.6930 25.1010
C4 -13.0204 3.0653 25.8263
C5 -12.2786 2.7870 24.4975
O4 -11.8635 4.0641 23.8689
O5 -14.0838 3.9549 25.6381
H10 -12.3463 3.4085 26.6111
H11 -13.4423 2.1213 26.1709
H12 -12.9956 2.2905 23.8436
H13 -11.3656 2.2106 24.6464
H14 -12.5629 4.6885 24.0754
H15 -13.9221 4.7337 26.1757
C6 -10.6423 6.3659 30.8510
C7 -10.4541 6.4726 32.3176
O6 -11.3052 5.5186 32.9159
O7 -10.1009 5.1453 30.2950
H16 -10.1166 7.1804 30.3526
H17 -11.6638 6.6102 30.5594
H18 -10.7360 7.4660 32.6666
H19 -9.4216 6.2848 32.6121
H20 -10.8497 4.6812 32.8027
H21 -10.3474 5.3003 29.3802
C8 -8.4279 4.3369 26.1043
O8 -8.1774 3.2475 25.6398
N1 -7.6628 5.0574 26.8886
N2 -9.5566 4.9685 25.8826
H22 -6.7340 4.6762 26.9983
H23 -7.8470 6.0157 27.1492
H24 -10.1036 4.5463 25.1459
H25 -9.7825 5.9384 26.0505
C9 -11.6859 9.6522 30.8599
O9 -10.6514 9.9655 30.4007
N3 -12.5768 9.0062 30.1392
N4 -12.1939 9.9506 32.0479
H26 -12.4208 8.4650 29.3008
H27 -13.2691 8.5742 30.7343
H28 -11.7283 10.2924 32.8764
H29 -13.1757 9.7687 32.2001
C10 -12.5574 2.4440 29.8385
C11 -13.0919 2.0773 31.2797
C12 -14.2649 1.0519 31.1150
C13 -13.7196 -0.3948 30.8515
C14 -12.8559 -0.8438 31.9624
C15 -11.6163 0.1592 32.1995
N5 -12.0661 1.5794 32.1707
O10 -11.1141 2.5998 32.4660
C16 -11.0016 -0.1964 33.5764
C17 -10.5369 -0.1752 31.1207
C18 -13.8546 3.3311 31.8997
H30 -12.3376 1.5912 29.1962
H31 -11.6892 3.0710 30.0416
H32 -13.3294 2.9644 29.2717
H33 -14.9975 1.0777 31.9217
H34 -14.7752 1.2525 30.1729
H35 -13.2133 -0.3201 29.8891
H36 -14.4626 -1.1917 30.8191
H37 -12.4930 -1.8555 31.7813
H38 -13.4469 -1.0245 32.8603
H39 -10.6443 -1.2057 33.7807
H40 -10.1981 0.4544 33.9213
H41 -11.7144 -0.1446 34.3994
H42 -10.7441 0.1673 30.1069
H43 -9.5296 0.1770 31.3431
H44 -10.4657 -1.2627 31.1378
H45 -13.2427 4.0733 32.4122
H46 -14.5891 3.0525 32.6554
H47 -14.2849 3.9192 31.0891
H48 -10.4650 2.4780 31.7693

Cartesian forces, eV/Å:
Li 1.5 -0.3 -0.5
C 1.1 1.9 -0.4
O -2.8 -0.1 -0.3
H -0.1 -0.8 1.2
H -0.5 -0.1 0.4
H 0.7 -0.3 -0.4
C 1.7 -1.5 2.9
C 0.3 1.0 -3.8
O -1.7 0.2 2.3
O -0.3 0.3 -1.8
H 0.0 0.0 0.2
H -0.2 -0.1 -0.2
H 0.3 0.5 0.6
H 0.2 -0.2 -0.8
H -0.1 -0.7 0.2
H -0.2 0.3 0.6
C 0.6 -0.9 -0.3
C -0.2 2.0 0.1
O 0.0 -1.7 0.9
O -0.6 -0.3 -0.6
H 0.2 0.2 -0.1
H 0.1 -0.3 0.1
H 0.2 -0.2 -0.2
H -0.2 -0.1 0.0
H -0.3 0.4 -0.1
H 0.4 0.9 0.4
C 1.2 1.2 -1.1
C -0.3 -0.5 0.1
O 0.0 0.1 0.7
O -1.1 0.8 0.4
H 0.5 0.4 0.1
H -0.4 -1.0 0.3
H -0.1 0.0 0.0
H 0.2 0.1 -0.1
H -0.4 -0.5 0.1
H 0.4 -0.8 -0.5
C -0.3 -0.1 -0.6
O 0.6 -1.0 -0.1
N 3.5 0.6 2.1
N -4.0 0.5 -1.7
H -0.1 0.4 0.3
H 0.1 -0.4 -0.2
H -0.5 0.1 -0.1
H 0.5 -0.3 0.1
C -0.1 0.3 -0.4
O 4.2 1.2 -0.6
N -4.0 -2.6 -1.3
N -1.4 0.7 3.5
H 0.7 0.7 0.1
H -0.2 -0.3 -0.5
H 0.5 0.1 -0.8
H 0.3 0.1 0.1
C -0.4 -0.1 1.1
C -1.9 0.4 -0.7
C 0.9 -1.7 -0.8
C -0.8 0.9 0.2
C 1.9 0.9 0.7
C 0.4 -0.8 0.0
N -1.3 -0.5 1.2
O -0.1 -1.4 -0.3
C -0.3 0.4 1.2
C -0.1 -0.2 0.3
C 1.2 0.2 -0.1
H 0.4 -0.2 0.4
H 0.1 0.1 -0.7
H 0.1 0.4 0.2
H 0.3 0.0 0.1
H -0.3 0.7 0.2
H 0.2 -0.5 0.0
H -0.7 0.5 -0.6
H 0.6 0.1 -0.3
H -0.1 0.8 0.3
H 0.2 -0.3 -1.2
H 0.1 0.2 -0.5
H -0.6 0.5 -0.2
H -0.4 -0.1 0.0
H 0.0 0.3 0.4
H 0.2 0.0 -0.3
H 0.6 -0.3 -0.1
H -0.2 -0.3 -0.3
H -0.5 -0.3 -0.1
H 0.6 0.4 -0.3

## Properties
E_tot	-47571.6801	eV
LUMO energy	-1.823	eV
spin multiplicity	1